No. 1
DFT (ωB97M-V/def2-TZVPD) results for the molecule C3H5NO2 in a non-equilibrium geometry.

Results
energy above the lowest of the compared OMol25 structures with the same formula, charge and spin	185.4	kJ/mol
total energy	-322.50373	a.u.
E_HOMO	-10.87	eV
HOMO-LUMO gap	11.66	eV
spin multiplicity	1

Each line ends with the Mulliken charge.
Atoms and positions in Å:
H -0.756 1.788 0.858  0.2712
O -1.114 0.002 -0.145  -0.3449
C -0.436 1.259 -0.046  -0.1782
H 1.324 0.719 -0.714  0.3178
N 1.762 -1.385 -0.973  -0.5094
H -0.764 1.801 -0.940  0.2352
H -1.069 -1.966 0.252  0.2755
O 0.941 1.168 0.059  -0.5251
C 0.832 -1.317 -0.289  0.4376
C -0.445 -1.087 0.429  -0.2571
H -0.276 -0.981 1.510  0.2774

Forces on the atoms, in the same order (eV/Å):
H -0.0683 -0.1216 -0.0728
O 0.1076 -0.0223 -0.1034
C -0.1568 0.3878 0.0358
H -0.1206 0.4037 0.1745
N -0.8170 -0.3087 0.6672
H 0.0273 -0.0221 0.1277
H -0.0100 0.1292 0.1267
O 0.0872 0.0996 -0.1116
C 0.7832 -0.3634 -0.6347
C 0.0605 -0.2076 0.0061
H 0.1069 0.0253 -0.2155

=====

No. 2
DFT (ωB97M-V/def2-TZVPD) results for the molecule C3H5NO2 in a non-equilibrium geometry.

Results
energy above the lowest of the compared OMol25 structures with the same formula, charge and spin	191.7	kJ/mol
total energy	-322.50133	a.u.
E_HOMO	-10.22	eV
HOMO-LUMO gap	11.08	eV
spin multiplicity	1

Each line ends with the Mulliken charge.
Atoms and positions in Å:
H -1.647 -0.676 1.128  0.2170
H 2.525 -0.954 0.319  0.3259
C 1.011 0.030 -0.338  0.2483
C -0.947 1.007 0.138  -0.0194
N 0.238 1.332 -0.088  -0.5066
H -1.704 1.724 0.395  0.3852
O 2.168 -0.056 0.524  -0.5117
C -1.212 -0.440 0.126  -0.2313
H -1.840 -0.923 -0.682  0.2317
O 0.181 -1.024 -0.074  -0.3836
H 1.226 -0.020 -1.449  0.2444

Forces on the atoms, in the same order (eV/Å):
H 0.4819 -0.4741 -0.6963
H -0.2435 0.9944 0.3778
C 0.4055 1.5593 -0.2891
C -0.0961 -0.3205 -0.5366
N 2.2371 -0.8483 -0.1350
H -0.2857 0.3193 -0.0367
O -1.0271 -0.4689 -1.6584
C 0.7039 -2.3138 0.0544
H 0.4632 0.9950 0.8545
O -3.1942 0.1717 0.9301
H 0.5548 0.3860 1.1351

=====

No. 3
DFT (ωB97M-V/def2-TZVPD) results for a cluster of 2 separate species, C3H5NO2 in total in a non-equilibrium geometry.

Results
energy above the lowest of the compared OMol25 structures with the same formula, charge and spin	222.0	kJ/mol
total energy	-322.48979	a.u.
E_HOMO	-10.44	eV
HOMO-LUMO gap	11.24	eV
spin multiplicity	1

Each line ends with the Mulliken charge.
Atoms and positions in Å:
C -1.699 -1.027 0.062  0.1258
H 2.223 -0.885 -0.081  0.2529
N -1.134 1.588 -0.517  -0.5828
H 0.141 2.134 0.959  0.3883
H 0.665 -1.249 0.646  0.2995
O -2.128 -1.221 1.095  -0.1907
C -0.044 1.472 0.109  0.0757
C 1.153 -0.722 -0.187  -0.6661
O 1.055 0.705 -0.150  -0.3564
H 0.803 -1.165 -1.128  0.3308
H -1.173 0.959 -1.318  0.3230

Forces on the atoms, in the same order (eV/Å):
C -1.0266 -0.6592 1.0551
H -0.0128 -0.1715 -0.1498
N 0.5849 -0.1712 0.0183
H 0.0338 -0.1162 -0.0777
H 0.0490 0.5067 -0.1147
O 0.4577 0.2416 -1.0024
C -0.2994 0.1391 0.0061
C 0.1486 -0.1260 -0.0620
O 0.0531 0.1055 0.1694
H 0.0043 0.2703 0.1497
H 0.0075 -0.0190 0.0080

=====

No. 4
DFT (ωB97M-V/def2-TZVPD) results for the molecule C3H5NO2 in a non-equilibrium geometry.

Results
energy above the lowest of the compared OMol25 structures with the same formula, charge and spin	299.7	kJ/mol
total energy	-322.46020	a.u.
E_HOMO	-9.70	eV
HOMO-LUMO gap	10.47	eV
spin multiplicity	1

Each line ends with the Mulliken charge.
Atoms and positions in Å:
C -0.755 -1.122 -0.552  -0.4695
H 0.143 1.520 -1.011  0.2750
N 0.599 0.684 -0.716  -0.1767
O 0.385 1.432 1.472  -0.5858
C 0.230 0.474 0.690  0.4298
H -0.800 -2.128 -0.771  0.3153
C -0.152 -0.893 0.763  -0.2110
H -0.819 -1.075 1.672  0.2698
H 0.632 -1.574 0.940  0.2387
O -0.070 -0.370 -1.533  -0.3084
H -1.809 -0.784 -0.731  0.2226

Forces on the atoms, in the same order (eV/Å):
C -2.9953 1.1932 -1.4075
H -0.0736 0.9912 -0.4268
N -1.1454 -1.3090 0.4976
O -0.8071 -3.1253 -1.6208
C 2.7821 5.3180 -0.3819
H 0.4071 -2.3187 -0.9240
C -2.6159 -1.3288 3.2542
H 0.4726 0.3169 -1.3665
H 1.5248 -0.5081 0.0348
O 2.0918 0.9050 1.1407
H 0.3588 -0.1342 1.2001

=====

No. 5
DFT (ωB97M-V/def2-TZVPD) results for the molecule C3H5NO2 in a non-equilibrium geometry.

Results
energy above the lowest of the compared OMol25 structures with the same formula, charge and spin	299.6	kJ/mol
total energy	-322.46021	a.u.
E_HOMO	-8.96	eV
HOMO-LUMO gap	9.48	eV
spin multiplicity	1

Each line ends with the Mulliken charge.
Atoms and positions in Å:
H -2.938 -1.218 0.501  0.2969
O -0.145 0.892 -0.700  -0.5424
H -0.198 1.470 -1.625  0.3325
C 1.046 0.442 -0.136  0.6509
O 2.040 1.079 -0.380  -0.5520
H 1.347 -1.167 1.416  0.1945
N -2.010 -0.830 -0.116  -0.4410
C 0.482 -0.684 0.660  -0.5350
C -0.913 -0.988 0.820  0.0212
H -1.948 0.040 -0.555  0.2735
H -1.041 -1.696 1.652  0.3010

Forces on the atoms, in the same order (eV/Å):
H 3.0738 2.2204 -2.9346
O -1.7887 2.4882 -4.2257
H 1.3287 -2.0382 3.7761
C -2.1323 1.3246 -1.6177
O 0.3047 -1.7607 1.0676
H -2.9578 1.2376 -1.8558
N -0.7644 -3.7388 6.1832
C 1.1083 -0.9881 2.9938
C 2.9292 -0.5711 -2.0831
H -0.6192 1.5598 -0.7108
H -0.4824 0.2663 -0.5931

=====

No. 6
DFT (ωB97M-V/def2-TZVPD) results for the molecule C3H5NO2 in a non-equilibrium geometry.

Results
energy above the lowest of the compared OMol25 structures with the same formula, charge and spin	251.1	kJ/mol
total energy	-322.47870	a.u.
E_HOMO	-9.60	eV
HOMO-LUMO gap	10.22	eV
spin multiplicity	1

Each line ends with the Mulliken charge.
Atoms and positions in Å:
C -0.838 -0.060 -0.157  0.5074
H 2.060 0.973 -0.665  0.2597
H 1.870 0.861 0.985  0.2050
O -0.148 -1.175 -0.175  -0.3285
N -0.009 1.154 -0.148  -0.2131
C 1.321 0.681 0.061  -0.3149
O -1.991 0.033 0.206  -0.5747
C 1.290 -0.713 0.151  -0.3340
H -0.552 1.991 0.029  0.2619
H 1.581 -1.256 1.082  0.3147
H 1.577 -0.960 -0.973  0.2165

Forces on the atoms, in the same order (eV/Å):
C -1.3552 3.3583 3.1878
H -0.0679 0.4879 -0.7617
H -0.5513 1.7003 0.7036
O 1.3616 0.6412 0.6931
N -1.4136 -3.3484 -0.9385
C 1.7544 4.7642 1.8000
O -0.0098 -0.4803 -1.5728
C -2.0170 -6.2614 -5.1383
H 0.9033 -0.1182 0.3233
H 0.1027 0.4028 -1.2842
H 1.2929 -1.1464 2.9876

=====

No. 7
DFT (ωB97M-V/def2-TZVPD) results for the molecule C3H5NO2.

Results
energy above the lowest of the compared OMol25 structures with the same formula, charge and spin	518.6	kJ/mol
total energy	-322.37680	a.u.
E_HOMO (alpha / beta)	-8.69 / -8.69	eV
HOMO-LUMO gap (alpha / beta)	7.44 / 7.44	eV
spin multiplicity	1

Each line ends with the Mulliken charge.
Atoms and positions in Å:
C -0.656 -0.778 -0.431  0.4073
N 0.928 1.137 0.525  -0.5908
O -1.223 -1.729 -0.981  -0.6535
H -0.956 0.494 1.467  0.2819
O 0.768 -1.082 0.108  -0.3878
C -1.198 0.282 0.435  -0.3663
H 1.582 1.902 0.657  0.2078
H -1.998 0.860 -0.020  0.2777
H -0.385 0.160 -1.113  0.1844
C 1.477 -0.011 0.357  0.2143
H 2.555 -0.197 0.393  0.4250

Forces on the atoms, in the same order (eV/Å):
C -0.1398 0.1534 0.2123
N 0.1558 -0.2177 -0.0356
O 0.0660 0.0808 0.0564
H 0.0135 -0.0472 -0.1465
O 0.0345 -0.0123 -0.0134
C -0.0367 -0.0898 -0.0306
H -0.0517 -0.0825 -0.0163
H 0.1090 -0.0811 0.0090
H 0.0442 0.0593 -0.0543
C -0.0628 0.1818 0.0232
H -0.1321 0.0554 -0.0042

=====

No. 8
DFT (ωB97M-V/def2-TZVPD) results for the molecule C3H5NO2 in a non-equilibrium geometry.

Results
energy above the lowest of the compared OMol25 structures with the same formula, charge and spin	144.6	kJ/mol
total energy	-322.51927	a.u.
E_HOMO	-11.07	eV
HOMO-LUMO gap	11.48	eV
spin multiplicity	1

Each line ends with the Mulliken charge.
Atoms and positions in Å:
N 0.945 2.032 -1.979  -0.3901
H -1.021 -2.222 0.723  0.3053
C 0.046 0.713 0.109  0.3430
C -0.257 -0.728 -0.293  -0.5054
H -0.904 1.185 0.404  0.1828
H 0.662 -1.195 -0.674  0.3057
H 0.693 0.075 1.781  0.3574
O 0.987 0.749 1.149  -0.5094
C 0.574 1.462 -1.046  0.0971
H -1.023 -0.740 -1.080  0.3444
O -0.703 -1.331 0.906  -0.5308

Forces on the atoms, in the same order (eV/Å):
N -0.3259 -0.5231 0.8312
H 0.0953 0.1132 0.0612
C -0.1686 0.0255 -0.2415
C 0.0961 0.1578 -0.3032
H 0.1609 -0.0092 0.0151
H -0.1494 0.0187 0.0921
H 0.1162 0.1425 -0.0355
O -0.0378 -0.0912 0.1987
C 0.2879 0.4639 -0.7467
H 0.0921 -0.0120 0.1397
O -0.1667 -0.2861 -0.0110

=====

No. 9
DFT (ωB97M-V/def2-TZVPD) results for a cluster of 2 separate species, C3H5NO2 in total in a non-equilibrium geometry.

Results
energy above the lowest of the compared OMol25 structures with the same formula, charge and spin	555.7	kJ/mol
total energy	-322.36269	a.u.
E_HOMO (alpha / beta)	-7.79 / -9.01	eV
HOMO-LUMO gap (alpha / beta)	7.79 / 9.18	eV
spin multiplicity	1

Each line ends with the Mulliken charge.
Atoms and positions in Å:
N 1.099 1.609 1.280  -0.3069
H -0.681 -2.511 -2.280  0.3141
C -0.204 1.501 1.257  0.2028
O -1.157 2.048 1.693  -0.3691
H 0.405 -1.527 0.290  0.3753
H 1.383 2.507 1.591  0.2411
H 1.652 1.192 0.588  0.2882
C -0.116 -1.517 -0.573  0.2719
C -0.835 -0.461 -0.792  -0.8396
H -1.443 -0.305 -1.569  0.3368
O -0.104 -2.534 -1.485  -0.5146

Forces on the atoms, in the same order (eV/Å):
N -0.0845 0.9021 1.0650
H 0.3500 0.8602 1.2630
C -2.4003 -1.8312 -1.6591
O 0.7613 0.2839 0.3794
H 2.2208 -1.3508 2.4205
H 0.8431 0.9133 0.4886
H 0.4882 -0.8129 -0.9623
C -2.4122 0.8257 -3.2373
C 1.7375 0.9173 3.0665
H -2.4251 1.1415 -2.7605
O 0.9212 -1.8490 -0.0638

=====

No. 10
DFT (ωB97M-V/def2-TZVPD) results for a structure of composition C3H5NO2 in a non-equilibrium geometry.

Results
energy above the lowest of the compared OMol25 structures with the same formula, charge and spin	192.6	kJ/mol
total energy	-322.50099	a.u.
E_HOMO	-9.87	eV
HOMO-LUMO gap	10.55	eV
spin multiplicity	1

Each line ends with the Mulliken charge.
Atoms and positions in Å:
O 0.474 -1.600 -0.536  -0.3269
O -1.771 -1.615 0.093  -0.5889
H 1.892 -0.284 0.304  0.2576
H -0.299 0.854 1.789  0.2671
H 1.611 -0.072 -1.444  0.2147
C -0.726 -1.045 -0.154  0.4152
C -0.151 0.337 -0.129  0.2970
N -0.235 1.289 0.854  -0.6452
C 1.145 -0.318 -0.490  -0.3508
H -0.847 0.598 -1.155  0.1624
H -1.094 1.858 0.868  0.2978

Forces on the atoms, in the same order (eV/Å):
O -0.3302 -0.5835 -0.4794
O 2.0124 1.1759 -0.7087
H -0.0981 -0.0521 0.0490
H 0.5288 0.1237 -0.5529
H -0.0970 -0.0289 0.0361
C -1.2835 -2.3499 2.0791
C -3.1664 0.2047 -4.6215
N -1.3370 1.5647 2.9061
C 0.7597 -0.0987 -0.2757
H 2.3527 0.3982 2.2342
H 0.6587 -0.3541 -0.6663

=====

Repeat the seventh record exactly.
DFT (ωB97M-V/def2-TZVPD) results for the molecule C3H5NO2.

Results
energy above the lowest of the compared OMol25 structures with the same formula, charge and spin	518.6	kJ/mol
total energy	-322.37680	a.u.
E_HOMO (alpha / beta)	-8.69 / -8.69	eV
HOMO-LUMO gap (alpha / beta)	7.44 / 7.44	eV
spin multiplicity	1

Each line ends with the Mulliken charge.
Atoms and positions in Å:
C -0.656 -0.778 -0.431  0.4073
N 0.928 1.137 0.525  -0.5908
O -1.223 -1.729 -0.981  -0.6535
H -0.956 0.494 1.467  0.2819
O 0.768 -1.082 0.108  -0.3878
C -1.198 0.282 0.435  -0.3663
H 1.582 1.902 0.657  0.2078
H -1.998 0.860 -0.020  0.2777
H -0.385 0.160 -1.113  0.1844
C 1.477 -0.011 0.357  0.2143
H 2.555 -0.197 0.393  0.4250

Forces on the atoms, in the same order (eV/Å):
C -0.1398 0.1534 0.2123
N 0.1558 -0.2177 -0.0356
O 0.0660 0.0808 0.0564
H 0.0135 -0.0472 -0.1465
O 0.0345 -0.0123 -0.0134
C -0.0367 -0.0898 -0.0306
H -0.0517 -0.0825 -0.0163
H 0.1090 -0.0811 0.0090
H 0.0442 0.0593 -0.0543
C -0.0628 0.1818 0.0232
H -0.1321 0.0554 -0.0042